Molecular formula: C5H12NO7V
Method: DFT, wB97M-V/def2-TZVPD

Results
HOMO (spin up / spin down) = -5.2 / -5.2 eV
multiplicity = 2
expectation value of S² = 0.754
charge = -1
molar mass = 249.1 g/mol
orbital gap (spin up / spin down) = 8.3 / 7.0 eV
DFT total energy = -1722.99651 Ha

The geometry in XYZ format:
```
26
Properties=species:S:1:pos:R:3:mulliken_spin:R:1
O 0.35556 -2.43416 -2.21663 0.00
V -0.15913 -1.26571 -1.31617 0.00
O -1.71227 -1.12482 -1.60200 0.00
O 1.10740 0.60923 -1.47937 0.00
C 0.91778 1.84651 -2.21242 -0.01
C 1.82460 3.13512 -1.75893 -0.02
O 2.59124 3.26109 -0.56220 0.90
H -0.13794 2.07032 -2.05922 0.01
H 0.98167 1.75129 -3.29637 0.01
H 1.22915 4.04782 -1.73645 0.06
H 2.49570 3.29378 -2.60306 0.05
C -0.10775 -3.92071 1.40739 0.00
C 0.49479 -2.58674 1.75758 0.00
O 0.71640 -1.67970 0.71713 0.00
H -0.24783 -4.52641 2.30272 0.00
H 0.39489 -4.49337 0.62796 0.00
H -1.16127 -3.72814 1.20465 0.00
H 1.45938 -2.76463 2.23300 0.00
H -0.03047 -2.14520 2.60449 0.00
C -1.91571 1.54684 0.61515 0.00
N -1.12690 1.51329 1.84785 0.00
O 0.08957 1.31591 1.72159 0.00
O -1.70682 1.51853 2.91381 0.00
H -1.65103 2.46816 0.09629 0.00
H -2.98628 1.60981 0.81016 0.00
H -1.71473 0.68189 -0.01696 0.00
```

Molecular formula: C5H12NOS
Method: DFT, wB97M-V/def2-TZVPD

Results
HOMO = -2.5 eV
multiplicity = 1
charge = -1
molar mass = 134.2 g/mol
orbital gap = 4.7 eV
DFT total energy = -725.63045 Ha

The geometry in XYZ format:
```
20
Properties=species:S:1:pos:R:3:mulliken_charge:R:1
C -0.46257 -0.07014 0.42771 -0.08
N -1.70605 -0.08871 0.97849 -0.53
C -2.59656 -0.70697 0.14226 0.00
O -2.96106 -0.35447 -1.15262 -0.44
C -0.21894 1.26108 -0.27101 -0.61
C 0.64838 0.80958 0.96728 -0.40
C 2.10202 0.62239 0.76834 -0.91
S 2.51999 -0.39208 -0.68085 -0.68
H -0.12285 -0.88469 -0.19024 0.48
H 0.12509 -0.28025 -2.79658 0.06
H 0.08354 -2.49512 2.13330 0.15
H -3.30541 -1.33690 0.65216 0.42
H -1.99122 -0.99039 -0.89682 0.32
H 0.44557 1.51122 -1.18769 0.30
H -1.19545 1.74163 -0.14282 0.30
H 0.41912 1.32118 1.91110 0.34
H -0.54278 -2.10803 2.18254 -0.17
H 2.58496 1.56958 0.48858 0.24
H 2.53328 0.18829 1.69057 0.30
H -0.55685 -0.00221 -2.78658 -0.09
```

Molecular formula: C5H12NOS
Method: DFT, wB97M-V/def2-TZVPD

Results
HOMO = -12.4 eV
multiplicity = 1
charge = +1
molar mass = 134.2 g/mol
orbital gap = 5.8 eV
DFT total energy = -725.48087 Ha

The geometry in XYZ format:
```
20
Properties=species:S:1:pos:R:3:mulliken_charge:R:1
C -1.96723 1.73648 -1.00487 -0.69
C 3.46583 0.45858 -0.13631 -1.15
C 1.20460 0.38034 0.73039 -0.36
C -1.88111 -2.11505 1.09535 -0.39
C 2.13133 0.01100 -0.16724 0.47
N -2.08407 0.35590 -0.53515 0.02
O -2.42452 -2.10502 -0.18605 -0.27
S -2.48606 -0.86908 -1.24155 0.57
H -0.93786 1.94723 -1.17023 0.31
H -2.56154 1.94679 -1.88534 0.32
H 4.23893 -0.28976 -0.44337 0.31
H 3.60753 1.16894 -0.92771 0.30
H 3.73022 1.09146 0.79126 0.27
H -2.31421 2.46319 -0.30091 0.31
H 0.26797 0.03497 0.65762 -0.28
H 1.47978 1.06889 1.53084 0.21
H -0.90672 -1.57689 1.09713 0.14
H -1.92735 -3.15712 1.24022 0.29
H -2.57294 -1.78806 1.77491 0.33
H 1.93742 -0.76278 -0.91899 0.29
```

Molecular formula: C5H12NP
Method: DFT, wB97M-V/def2-TZVPD

Results
HOMO (spin up / spin down) = -7.3 / -8.7 eV
multiplicity = 1
molar mass = 117.1 g/mol
orbital gap (spin up / spin down) = 6.5 / 9.0 eV
DFT total energy = -593.58559 Ha

The geometry in XYZ format:
```
19
Properties=species:S:1:pos:R:3:mulliken_charge:R:1
C 1.41869 1.04186 1.14272 -0.63
C 1.44026 0.61749 -0.32365 -0.72
C 0.26706 0.19875 0.65407 1.50
C 0.46365 -1.31638 0.93038 -1.61
C -1.10866 0.51190 0.84264 -1.29
N -1.04852 0.75193 -1.85432 -0.35
P -1.61306 -0.62963 -2.39635 0.06
H 2.09696 0.47981 1.77015 0.22
H 1.17840 2.03630 1.55041 0.25
H 1.22587 1.20569 -1.20520 0.26
H 2.06049 -0.12460 -0.70737 0.30
H 1.45932 -1.43685 1.33294 0.38
H 0.42273 -1.88958 0.03579 0.25
H -0.20318 -1.68449 1.65855 0.50
H -2.02994 -0.13944 1.04471 0.32
H -1.45289 1.55159 0.75253 0.34
H -1.73021 1.39114 -1.82847 0.23
H -0.57062 -1.44182 -2.01261 0.00
H -2.27636 -1.12368 -1.38691 0.02
```

Look up the multiplicity of the first one.
2

Look up the DFT total energy of the third one.
-725.48087 Ha

Look up the molar mass of the third one.
134.2 g/mol

Which value of DFT total energy does entry 4 give?
-593.58559 Ha